C5H14NO2 | ωB97M-V with the def2-TZVPD basis set

Bonds (Å) are listed after each position.
Element x y z (Å)
1 C -0.9792 -1.1599 1.3500  N2 1.440, H8 1.089, H9 1.133, H10 1.121
2 N -1.1988 -0.0191 0.4998  C1 1.440, C3 1.463, C5 1.490
3 C -2.1658 -0.4226 -0.5205  N2 1.463, H11 1.102, H12 1.139, H13 1.077
4 C 0.6854 0.4076 -1.1517  C5 1.534, H14 1.084, H15 1.119, H16 1.089
5 C -0.1701 0.9387 0.0061  N2 1.490, C4 1.534, C6 1.561, H17 1.115
6 C 0.6023 1.7542 1.0899  C5 1.561, O7 1.350, H18 1.099, H19 1.144
7 O 1.1986 2.7830 0.4503  C6 1.350
8 H -0.4424 -0.8084 2.2297  C1 1.089
9 H -0.4480 -1.9673 0.7592  C1 1.133
10 H -1.8144 -1.7316 1.8314  C1 1.121
11 H -2.6899 0.5020 -0.8125  C3 1.102
12 H -1.7161 -0.9932 -1.3975  C3 1.139
13 H -2.8843 -1.1618 -0.2075  C3 1.077
14 H 1.3829 -0.3128 -0.7394  C4 1.084
15 H 0.0853 -0.2209 -1.8573  C4 1.119
16 H 1.1318 1.2681 -1.6485  C4 1.089
17 H -0.7635 1.7524 -0.4716  C5 1.115
18 H -0.0969 2.0536 1.8826  C6 1.099
19 H 1.3817 1.0192 1.4919  C6 1.144
20 H 2.5377 -1.7047 -0.5005  O22 0.958
21 H 3.2184 -0.5131 -1.0827  O22 0.960
22 O 3.1453 -1.4632 -1.2012  H20 0.958, H21 0.960

Results
Frontier orbital gap = 6.0284 eV
F_max = 2.7 eV/Å
Energy above the lowest of the compared OMol25 structures with the same formula, charge and spin = 52.3 kcal per mole
Electronic energy = -404.07118 a.u.
Charge = -1